C30H46N2O9P2SZr as an isolated structure at a distorted geometry. Source: the Open Molecules 2025 dataset; level of theory: ωB97M-V with the def2-TZVPD basis set.

The geometry in XYZ format:
```
91
Properties=species:S:1:pos:R:3:forces:R:3:lowdin_charge:R:1
Zr 0.955 -0.928 -0.278 0.155 -0.104 -0.145 1.813
C -1.133 3.563 -3.924 -0.008 -0.020 -0.007 -0.024
C -1.349 2.164 -4.452 0.002 -0.004 -0.015 -0.399
C -0.733 1.937 -5.811 -0.016 0.006 -0.033 -0.021
O -0.689 1.206 -3.527 0.041 -0.019 0.065 -0.162
P -1.457 0.262 -2.560 0.667 -0.562 0.264 0.498
O -0.453 -0.699 -1.928 -0.737 0.746 -0.283 -0.400
C -2.281 1.212 -1.280 0.035 -0.021 0.170 -0.175
P -1.203 1.740 0.064 -0.081 0.115 -0.140 0.491
O -0.316 0.599 0.510 0.031 -0.130 0.091 -0.386
O -2.227 2.180 1.126 -0.009 0.011 -0.020 -0.147
C -2.073 3.053 2.322 0.027 0.039 0.030 -0.361
C -2.318 4.480 1.896 0.001 -0.002 -0.001 -0.024
C -0.740 2.819 2.994 -0.027 -0.009 0.008 -0.022
O -0.346 2.928 -0.459 -0.109 0.024 0.043 -0.162
C 1.130 3.053 -0.287 0.005 -0.034 -0.047 -0.394
C 1.415 4.518 -0.071 0.000 -0.003 0.006 -0.019
C 1.798 2.495 -1.521 0.115 0.010 -0.002 -0.019
O -2.636 -0.444 -3.275 0.019 -0.018 0.072 -0.164
C -2.626 -1.099 -4.614 0.025 0.018 -0.063 -0.386
C -3.924 -1.860 -4.693 -0.020 -0.024 -0.025 -0.025
C -1.397 -1.963 -4.792 -0.027 0.031 0.024 -0.032
H -1.659 4.273 -4.563 0.001 -0.004 0.001 0.104
H -0.072 3.814 -3.941 0.004 0.001 -0.002 0.087
H -1.503 3.682 -2.906 0.001 0.004 0.000 0.071
H -2.414 1.916 -4.464 0.001 0.019 0.003 0.139
H 0.335 2.153 -5.780 0.001 0.000 0.001 0.100
H -1.198 2.603 -6.537 0.005 0.002 -0.007 0.104
H -0.871 0.910 -6.151 0.009 0.019 0.005 0.077
H -3.047 0.569 -0.836 0.002 0.013 0.000 0.106
H -2.789 2.083 -1.701 0.013 -0.013 -0.035 0.100
H -2.882 2.700 2.958 -0.005 -0.007 -0.003 0.150
H -1.539 4.826 1.217 0.009 0.005 -0.003 0.075
H -2.316 5.124 2.776 0.000 -0.007 0.001 0.102
H -3.286 4.579 1.407 -0.003 0.003 0.003 0.095
H 0.087 3.185 2.384 0.023 0.003 -0.025 0.075
H -0.581 1.766 3.221 0.003 0.002 -0.006 0.072
H -0.721 3.374 3.933 0.003 -0.001 -0.002 0.106
H 1.400 2.464 0.590 -0.014 0.004 0.021 0.115
H 1.077 5.103 -0.927 -0.005 0.003 0.000 0.098
H 2.490 4.662 0.040 -0.004 -0.005 0.001 0.104
H 0.929 4.895 0.827 -0.011 -0.004 0.008 0.078
H 1.569 3.106 -2.394 -0.004 -0.013 0.005 0.087
H 1.501 1.468 -1.751 -0.036 0.035 0.030 0.051
H 2.878 2.497 -1.368 -0.007 0.007 -0.018 0.110
H -2.623 -0.275 -5.330 -0.006 -0.052 0.031 0.129
H -3.941 -2.667 -3.959 -0.003 0.009 -0.002 0.091
H -4.023 -2.297 -5.686 -0.006 -0.002 0.000 0.102
H -4.774 -1.203 -4.520 -0.007 -0.002 0.004 0.094
H -1.378 -2.773 -4.061 0.000 0.013 -0.002 0.084
H -0.473 -1.390 -4.714 0.016 -0.002 0.012 0.081
H -1.429 -2.411 -5.786 -0.008 0.002 -0.001 0.106
C 1.224 0.060 7.644 -0.002 0.005 0.005 -0.030
C 1.623 -0.224 6.227 0.035 -0.006 -0.011 -0.241
C 2.962 -0.352 5.867 -0.034 -0.007 0.030 -0.004
C 3.330 -0.619 4.558 0.022 0.012 -0.024 -0.026
C 2.339 -0.748 3.597 0.020 0.050 -0.019 -0.294
C 0.990 -0.629 3.927 0.010 0.013 -0.016 -0.063
C 0.645 -0.370 5.237 -0.010 -0.010 -0.001 -0.025
S 2.806 -1.090 1.950 0.202 1.321 -0.049 0.667
O 2.399 0.090 1.059 0.300 -0.715 0.551 -0.433
O 4.179 -1.459 1.916 0.042 0.056 -0.037 -0.225
N 1.779 -2.090 1.339 -0.720 -0.620 -0.347 -0.282
C 1.424 -3.393 1.681 0.081 -0.085 0.010 -0.238
C 1.956 -4.204 2.646 0.050 0.131 -0.009 0.027
C 1.437 -5.505 2.828 -0.014 -0.057 0.003 -0.033
C 0.416 -5.977 2.056 0.002 0.013 0.008 -0.007
C -0.146 -5.155 1.048 0.049 0.045 0.034 -0.134
C -1.199 -5.555 0.205 -0.019 -0.049 0.015 0.040
C -1.677 -4.690 -0.742 -0.009 0.034 -0.028 -0.016
C -1.102 -3.421 -0.860 0.022 0.010 0.002 -0.092
N -0.107 -2.998 -0.090 -0.119 -0.010 -0.127 0.006
C 0.369 -3.860 0.867 -0.051 -0.149 0.023 -0.149
H 2.077 0.014 8.317 0.001 -0.002 -0.001 0.085
H 0.475 -0.654 7.987 0.001 0.000 0.002 0.092
H 0.785 1.056 7.724 -0.001 0.001 0.001 0.094
H 3.730 -0.251 6.623 -0.002 0.001 0.005 0.126
H 4.370 -0.732 4.283 0.000 0.005 -0.001 0.123
H 0.225 -0.755 3.170 -0.003 0.007 0.013 0.107
H -0.401 -0.292 5.511 -0.002 -0.001 -0.005 0.125
H 2.777 -3.857 3.261 -0.008 -0.013 -0.004 0.126
H 1.870 -6.135 3.593 0.007 0.006 0.004 0.122
H 0.027 -6.976 2.200 -0.003 -0.003 0.000 0.126
H -1.623 -6.546 0.314 0.001 -0.002 0.001 0.137
H -2.485 -4.966 -1.403 -0.004 -0.004 -0.001 0.118
H -1.456 -2.726 -1.609 0.013 -0.020 0.009 0.088
C 3.628 -0.982 -2.095 -0.001 0.002 0.000 -0.108
O 2.327 -1.072 -1.542 0.092 -0.040 -0.053 -0.456
H 3.598 -0.373 -2.999 -0.005 0.002 -0.002 0.087
H 3.982 -1.980 -2.345 -0.006 -0.001 0.000 0.093
H 4.303 -0.531 -1.368 -0.002 -0.002 0.005 0.091
```
Positions in Å, forces in eV/Å.

Results
**E_LUMO**: -5.38 eV
**Energy above the lowest of the compared OMol25 structures with the same formula, charge and spin**: 0.0000 eV
**Net charge**: +2
**E_HOMO**: -13.37 eV
**Max |F|**: 1.338 eV/Å

One molecule with the formula C6H4O3 at a distorted geometry. Source: the Open Molecules 2025 dataset; level of theory: ωB97M-V with the def2-TZVPD basis set.

The geometry in XYZ format:
```
13
Properties=species:S:1:pos:R:3:forces:R:3:nbo_charge:R:1
C 2.882 0.146 -1.154 0.478 1.816 -2.635 0.021
C 0.747 0.073 -1.102 -6.224 0.584 0.239 0.204
C 2.438 1.012 -2.279 0.075 -0.838 1.206 0.407
C 0.932 0.961 -2.259 0.892 -0.458 0.917 0.280
C -1.235 0.258 0.733 -0.606 -1.149 1.354 -0.409
C -0.968 0.122 -0.551 5.781 0.287 0.748 -0.154
O 1.855 -0.232 -0.473 -1.296 -1.257 2.032 -0.342
O 1.722 2.155 -1.962 -0.087 0.680 -1.056 -0.426
O 1.737 0.550 -3.384 0.099 0.490 -0.780 -0.412
H 3.860 -0.047 -0.890 1.452 -0.565 0.804 0.200
H -2.180 0.202 1.352 0.721 0.537 -1.561 0.224
H -0.380 0.172 1.378 0.295 -0.030 0.311 0.201
H -1.463 0.359 -1.423 -1.580 -0.096 -1.579 0.205
```
Positions in Å, forces in eV/Å.

Results
**E_LUMO (spin up / spin down)**: -0.30 / -0.11 eV
**Energy above the lowest of the compared OMol25 structures with the same formula, charge and spin**: 8.8624 eV
**Net charge**: 0
**E_HOMO (spin up / spin down)**: -8.38 / -8.22 eV
**Max |F|**: 6.256 eV/Å

One molecule with the formula CH2O2S2 at a distorted geometry. Source: the Open Molecules 2025 dataset; level of theory: ωB97M-V with the def2-TZVPD basis set.

The geometry in XYZ format:
```
7
Properties=species:S:1:pos:R:3:forces:R:3:nbo_charge:R:1
S 0.938 -1.288 -0.135 1.760 -0.694 0.980 0.024
C -0.375 -0.159 -0.008 2.034 1.566 2.264 0.179
S 0.191 1.554 0.224 -1.340 -0.081 2.934 0.009
O -1.512 -0.497 0.702 -0.407 -0.314 2.627 -0.239
O -1.448 -0.412 -0.698 -2.181 -0.332 -4.086 -0.242
H 1.729 -0.723 0.896 -1.011 -0.580 -1.338 0.160
H 0.477 1.526 -0.981 1.145 0.435 -3.381 0.110
```
Positions in Å, forces in eV/Å.

Results
**E_LUMO**: 0.52 eV
**Energy above the lowest of the compared OMol25 structures with the same formula, charge and spin**: 3.6723 eV
**Net charge**: 0
**E_HOMO**: -9.67 eV
**Max |F|**: 4.643 eV/Å

One molecule with the formula C4H4N4O at a distorted geometry. Source: the Open Molecules 2025 dataset; level of theory: ωB97M-V with the def2-TZVPD basis set.

The geometry in XYZ format:
```
13
Properties=species:S:1:pos:R:3:forces:R:3:nbo_charge:R:1
N -2.447 -0.075 0.268 -4.983 -4.126 -3.658 -0.549
N -1.459 0.701 0.028 -0.207 2.563 0.983 -0.080
C -0.281 0.279 -0.014 3.033 -0.586 -1.568 -0.055
C 0.166 -1.100 -0.178 2.453 2.539 0.919 0.131
N 1.433 -1.375 -0.222 -0.121 0.358 0.711 -0.444
C 2.269 -0.295 0.164 3.392 0.286 0.655 0.280
N 2.085 0.972 0.243 -0.363 -0.634 -0.723 -0.472
C 0.812 1.341 -0.118 -2.928 1.545 1.282 0.598
O 0.435 2.491 -0.211 0.989 -0.274 -0.614 -0.501
H -3.431 0.367 0.051 2.749 -0.687 0.696 0.382
H -2.446 -1.020 -0.437 -0.022 2.664 2.736 0.324
H -0.517 -1.850 -0.097 -1.673 -2.421 -0.487 0.182
H 3.382 -0.435 0.524 -2.321 -1.227 -0.931 0.204
```
Positions in Å, forces in eV/Å.

Results
**E_LUMO**: -1.60 eV
**Energy above the lowest of the compared OMol25 structures with the same formula, charge and spin**: 3.5380 eV
**Net charge**: 0
**E_HOMO**: -9.65 eV
**Max |F|**: 7.432 eV/Å

One molecule with the formula C23H23N5O4S2 at a distorted geometry. Source: the Open Molecules 2025 dataset; level of theory: ωB97M-V with the def2-TZVPD basis set.

The geometry in XYZ format:
```
57
Properties=species:S:1:pos:R:3:forces:R:3:nbo_charge:R:1
C -3.815 0.505 -2.993 0.260 0.231 0.319 -0.622
C -2.796 1.542 -2.562 -0.050 0.177 -0.631 -0.077
O -2.497 1.324 -1.181 -0.129 -0.208 0.210 -0.502
C -1.565 2.111 -0.661 0.256 0.311 0.012 0.809
O -1.058 3.040 -1.266 -0.251 -0.044 -0.101 -0.640
C -1.153 1.730 0.692 0.417 0.186 0.212 -0.260
C 0.083 2.138 1.149 -0.165 -0.322 0.123 0.048
N 0.970 2.912 0.439 -0.090 0.312 -0.168 -0.637
C 2.276 3.004 0.797 -0.107 0.320 -0.209 0.668
O 2.685 2.538 1.843 0.370 0.083 0.059 -0.613
C 3.159 3.624 -0.255 0.176 -0.354 -0.178 -0.591
S 3.932 2.243 -1.204 -0.119 0.211 -0.133 0.274
C 2.483 1.294 -1.472 0.609 0.055 0.098 0.140
N 1.558 1.535 -2.357 0.789 0.720 -0.327 -0.264
N 0.589 0.644 -2.178 -0.866 -0.749 0.156 -0.300
C 0.914 -0.138 -1.171 0.311 0.349 -0.059 0.374
C 0.034 -1.190 -0.697 -0.343 -0.510 0.219 -0.070
C -0.850 -1.768 -1.609 0.114 0.008 0.225 -0.221
C -1.718 -2.746 -1.158 0.018 0.129 -0.301 0.026
N -1.752 -3.168 0.096 -0.335 -0.371 0.177 -0.412
C -0.921 -2.613 0.958 0.185 0.119 0.176 0.029
C -0.015 -1.618 0.627 -0.105 0.007 -0.316 -0.222
N 2.132 0.235 -0.677 -0.547 0.297 -0.551 -0.373
C 2.966 -0.377 0.330 0.396 -0.417 0.230 -0.273
C 2.958 -1.865 0.206 0.087 -0.184 0.840 0.265
C 2.947 -2.852 1.147 0.127 0.634 -0.416 -0.294
C 2.945 -4.075 0.433 0.031 -0.032 -0.541 -0.309
C 2.951 -3.739 -0.884 -0.043 -0.749 0.479 0.095
O 2.963 -2.404 -1.032 0.061 0.526 -0.197 -0.406
S 0.478 1.473 2.683 -0.779 -0.288 0.032 0.484
C -1.076 0.675 2.751 0.180 0.347 -0.326 -0.210
C -1.429 -0.133 3.952 -0.063 0.058 -0.027 -0.647
C -1.821 0.886 1.632 0.118 0.007 0.285 -0.005
C -3.182 0.313 1.414 0.044 -0.040 0.038 -0.633
H -3.421 -0.494 -2.826 0.007 -0.139 -0.028 0.211
H -4.038 0.630 -4.049 -0.034 -0.002 -0.111 0.218
H -4.733 0.615 -2.421 -0.127 -0.027 0.013 0.211
H -1.861 1.455 -3.127 -0.142 0.045 0.095 0.213
H -3.182 2.560 -2.687 0.088 -0.143 0.014 0.188
H 0.575 3.267 -0.440 0.255 -0.056 0.172 0.469
H 3.994 4.157 0.193 -0.099 0.041 0.057 0.257
H 2.609 4.252 -0.953 0.020 0.036 0.071 0.238
H -0.838 -1.446 -2.637 -0.032 0.006 -0.126 0.239
H -2.422 -3.221 -1.829 -0.013 0.018 -0.140 0.195
H -0.983 -2.984 1.972 0.058 0.025 0.140 0.191
H 0.609 -1.184 1.389 0.038 0.074 0.064 0.225
H 2.642 -0.078 1.333 0.084 -0.082 -0.148 0.248
H 3.979 0.020 0.177 -0.280 -0.042 0.107 0.253
H 2.945 -2.724 2.210 -0.044 0.110 0.252 0.230
H 2.937 -5.061 0.848 -0.010 -0.253 0.011 0.233
H 2.945 -4.329 -1.778 -0.010 -0.003 -0.181 0.209
H -2.244 0.336 4.504 -0.025 -0.045 0.106 0.225
H -1.748 -1.134 3.664 -0.002 -0.104 0.064 0.221
H -0.570 -0.213 4.613 0.009 -0.104 0.155 0.222
H -3.827 1.046 0.937 -0.127 -0.031 0.007 0.228
H -3.122 -0.554 0.757 -0.091 -0.089 -0.069 0.233
H -3.623 0.006 2.358 -0.079 -0.051 0.065 0.214
```
Positions in Å, forces in eV/Å.

Results
**E_LUMO**: 0.27 eV
**Energy above the lowest of the compared OMol25 structures with the same formula, charge and spin**: 0.6511 eV
**Net charge**: 0
**E_HOMO**: -8.07 eV
**Max |F|**: 1.156 eV/Å

Number 1: E -83956.154 eV. Number 2: E -12418.657 eV. Number 3: E -26830.381 eV. Number 4: E -12216.972 eV. Number 5: E -61535.893 eV.